Below is C31H35CaN8O5S as an isolated structure, with properties calculated with ωB97M-V/def2-TZVPD.

Cartesian coordinates (Å):
Ca  -0.158  -0.425  0.816
C  -3.015  2.434  2.879
N  -2.432  3.224  1.811
C  -2.751  4.646  1.778
C  -2.767  5.108  0.336
C  -1.414  4.835  -0.283
N  -0.939  3.492  0.052
C  0.064  2.941  -0.845
C  -1.525  2.703  0.967
O  -1.205  1.478  1.044
H  -4.102  2.512  2.845
H  -2.669  2.789  3.852
H  -2.731  1.395  2.759
H  -2.023  5.212  2.369
H  -3.728  4.775  2.242
H  -2.995  6.171  0.276
H  -3.536  4.555  -0.206
H  -0.674  5.566  0.052
H  -1.480  4.896  -1.371
H  -0.405  2.447  -1.700
H  0.721  2.248  -0.326
H  0.674  3.765  -1.211
C  -7.420  1.123  -8.273
C  -6.648  1.535  -7.050
C  -5.385  2.109  -7.157
C  -4.688  2.519  -6.030
C  -5.250  2.352  -4.772
N  -4.528  2.762  -3.605
C  -3.638  2.002  -2.912
O  -3.089  2.397  -1.893
N  -3.406  0.758  -3.471
C  -2.551  -0.231  -2.997
C  -2.326  -1.358  -3.788
C  -1.480  -2.352  -3.339
C  -0.867  -2.207  -2.107
N  -1.082  -1.141  -1.336
C  -1.908  -0.173  -1.763
C  -6.507  1.773  -4.647
C  -7.196  1.372  -5.779
H  -6.776  1.067  -9.149
H  -8.210  1.845  -8.485
H  -7.894  0.152  -8.131
H  -4.943  2.246  -8.136
H  -3.711  2.977  -6.118
H  -4.717  3.660  -3.189
H  -3.882  0.560  -4.339
H  -2.811  -1.447  -4.753
H  -1.290  -3.229  -3.941
H  -0.187  -2.961  -1.730
H  -2.064  0.675  -1.113
H  -6.939  1.645  -3.662
H  -8.178  0.926  -5.676
N  3.110  3.414  4.347
C  3.202  2.562  3.579
C  3.258  1.516  2.606
C  4.453  0.699  2.439
C  4.397  -0.090  1.216
C  3.226  -0.276  0.572
N  2.034  0.316  0.914
C  2.123  1.229  1.901
H  5.394  1.196  2.642
H  5.289  -0.583  0.859
H  3.193  -0.916  -0.304
H  1.220  1.793  2.131
N  -1.473  -2.004  2.392
C  -0.135  -2.084  2.884
C  0.790  -2.878  2.209
C  2.142  -2.780  2.521
C  2.560  -1.899  3.502
C  1.639  -1.123  4.193
C  0.292  -1.202  3.875
S  4.293  -1.754  3.892
O  4.989  -2.472  2.865
O  4.526  -0.245  3.808
O  4.436  -2.139  5.259
H  -1.818  -2.892  2.047
H  -2.120  -1.646  3.084
H  0.451  -3.575  1.448
H  2.879  -3.377  2.002
H  1.981  -0.446  4.966
H  -0.428  -0.579  4.395

2S+1	1
gap between HOMO and LUMO	7.54	eV
energy relative to the best compared isomer or geometry (same formula, charge and spin)	0.554	eV
calculated total energy	-3092.3279	a.u.
charge	+1